{
  "formula": "C5H11N2",
  "method": "the ωB97M-V functional and the def2-TZVPD basis",
  "species": ["C", "C", "C", "C", "C", "N", "N", "H", "H", "H", "H", "H", "H", "H", "H", "H", "H", "H"],
  "positions_angstrom": [[0.12, -1.60, 1.29], [0.59, 0.83, 0.05], [-0.60, 1.05, -0.51], [-0.49, -2.27, 0.15], [-0.98, 0.51, -1.79], [0.53, -1.07, 2.24], [0.89, 1.33, 1.37], [1.36, 0.28, -0.43], [-1.19, 1.84, -0.02], [-1.24, -1.60, -0.24], [-0.90, -3.30, 0.52], [0.19, -2.42, -0.71], [-0.19, -0.10, -2.17], [-1.12, 1.37, -2.36], [-1.99, 0.08, -1.75], [0.30, 1.87, 1.93], [1.81, 1.84, 1.34], [0.86, 0.33, 1.98]],
  "mulliken_charge": [0.53, -0.61, 0.21, -0.71, -1.53, -0.52, -0.29, 0.47, 0.29, 0.19, 0.34, 0.29, 0.34, 0.48, 0.40, 0.34, 0.35, 0.44],
  "gap_ev": 11.24,
  "charge": 1,
  "e_lumo_ev": -3.057,
  "homo_energy_ev": -14.30
}

{
  "formula": "CH15NO5",
  "method": "the ωB97M-V functional and the def2-TZVPD basis",
  "species": ["C", "N", "H", "H", "H", "H", "H", "H", "H", "O", "H", "H", "O", "H", "H", "O", "H", "H", "O", "H", "H", "O"],
  "positions_angstrom": [[-1.39, -3.02, 0.16], [-1.76, -4.34, 0.49], [-2.30, -2.40, 0.14], [-0.92, -3.01, -0.83], [-0.63, -2.69, 0.88], [-1.98, -4.56, 1.45], [-2.27, -4.86, -0.25], [-0.10, 1.70, 1.86], [0.39, 2.46, 0.63], [0.18, 1.57, 0.94], [0.50, 1.88, -2.25], [0.32, 3.42, -2.34], [0.96, 2.71, -2.45], [4.28, 2.35, -2.63], [5.78, 2.07, -2.73], [4.97, 2.09, -3.25], [-5.17, -1.24, 4.04], [-4.96, 0.20, 4.41], [-4.50, -0.55, 4.01], [2.82, 1.32, -0.55], [2.63, 2.66, -1.21], [3.17, 2.23, -0.52]],
  "mulliken_charge": [-0.57, -0.06, 0.32, 0.32, 0.33, 0.33, 0.34, 0.31, 0.32, -0.62, 0.31, 0.33, -0.66, 0.33, 0.32, -0.64, 0.32, 0.33, -0.65, 0.31, 0.34, -0.65],
  "gap_ev": [8.47, 3.44],
  "charge": 1,
  "e_lumo_ev": [-4.038, -9.068],
  "homo_energy_ev": [-12.50, -12.50],
  "multiplicity": 2
}

{
  "formula": "C6H23O6",
  "method": "the ωB97M-V functional and the def2-TZVPD basis",
  "species": ["C", "O", "H", "H", "H", "C", "O", "H", "H", "H", "H", "C", "O", "H", "H", "H", "H", "C", "O", "H", "H", "H", "H", "C", "O", "H", "H", "H", "H", "C", "O", "H", "H", "H", "H"],
  "positions_angstrom": [[20.32, 5.35, -6.29], [21.55, 5.39, -6.97], [19.83, 4.39, -6.46], [20.54, 5.46, -5.23], [19.64, 6.15, -6.61], [21.33, 4.55, -2.32], [20.92, 5.90, -2.34], [21.35, 4.19, -3.35], [22.36, 4.47, -1.98], [20.76, 3.86, -1.69], [21.68, 6.42, -2.58], [16.84, 6.37, -7.57], [17.74, 5.94, -8.57], [16.65, 7.44, -7.63], [15.86, 5.92, -7.75], [17.17, 6.12, -6.56], [18.63, 6.13, -8.26], [17.83, 4.02, -3.83], [18.38, 2.73, -3.66], [17.00, 4.03, -4.53], [17.39, 4.39, -2.91], [18.66, 4.63, -4.18], [18.66, 2.50, -4.55], [22.04, 1.98, -5.03], [23.07, 2.72, -5.69], [22.36, 1.66, -4.04], [21.11, 2.50, -4.79], [21.85, 1.16, -5.72], [23.54, 3.24, -5.04], [17.77, 2.35, -7.13], [18.88, 2.02, -6.32], [18.21, 2.43, -8.12], [16.99, 1.59, -7.19], [17.27, 3.30, -6.96], [19.52, 1.59, -6.89]],
  "mulliken_charge": [0.22, -0.37, 0.04, -0.13, 0.30, -0.40, -0.51, -0.04, 0.36, 0.25, 0.30, -0.49, -0.48, 0.29, 0.26, 0.13, 0.33, -0.41, -0.54, 0.24, 0.35, -0.06, 0.36, -0.26, -0.51, 0.31, -0.05, 0.27, 0.30, -0.65, -0.52, 0.38, 0.27, 0.13, 0.33],
  "gap_ev": [10.53, 8.58],
  "e_lumo_ev": [0.538, -1.394],
  "homo_energy_ev": [-10.00, -9.98],
  "multiplicity": 2
}

Asked for energy relative to the best compared isomer or geometry (same formula, charge and spin) across the records above, the calculation gives 171.0, 29.4, 0.0 kJ/mol in order.